--- one ---
{
  "formula": "C4H12",
  "method": "ωB97M-V/def2-TZVPD",
  "symbols": ["H", "H", "H", "H", "H", "C", "C", "C", "H", "H", "H", "H", "H", "H", "H", "C"],
  "coordinates": [[2.017, 0.543, -2.429], [0.016, 1.241, -1.222], [-1.061, -1.562, 2.468], [2.903, 0.816, -0.763], [0.727, 2.150, 0.001], [-1.777, -1.389, 1.756], [0.913, 1.263, -0.570], [-1.272, -1.081, 0.331], [-2.005, -1.248, -0.355], [-2.333, -0.446, 2.043], [-0.490, -1.730, -0.094], [-0.979, -0.001, 0.464], [-2.354, -2.278, 1.851], [2.551, 2.227, -1.910], [0.991, 0.255, -0.056], [2.154, 1.241, -1.513]],
  "s_squared": 0.7502,
  "e_homo_ev": [1.52, -7.40],
  "homo_lumo_gap_ev": [2.7, 11.9],
  "total_charge": -1,
  "multiplicity": 2
}



--- two ---
{
  "formula": "C4H12",
  "method": "ωB97M-V/def2-TZVPD",
  "symbols": ["C", "H", "H", "C", "C", "H", "H", "H", "H", "H", "H", "H", "H", "H", "H", "C"],
  "coordinates": [[-0.899, 2.052, 0.920], [-1.159, -2.515, -1.587], [0.445, 2.681, 2.494], [-0.084, -2.502, -1.772], [0.562, -1.504, -0.803], [-0.714, 2.583, -0.007], [0.342, -3.494, -1.662], [-0.045, -1.156, 0.020], [0.760, -0.548, -1.323], [-1.276, 1.088, 0.579], [1.264, 2.219, 1.032], [-0.016, -2.101, -2.780], [-1.661, 2.498, 1.559], [1.548, -1.768, -0.423], [0.681, 1.012, 2.139], [0.429, 1.961, 1.677]],
  "s_squared": 0.7503,
  "e_homo_ev": [1.55, -7.76],
  "homo_lumo_gap_ev": [2.8, 12.3],
  "total_charge": -1,
  "multiplicity": 2
}



--- three ---
{
  "formula": "C4H12",
  "method": "ωB97M-V/def2-TZVPD",
  "symbols": ["H", "H", "H", "H", "H", "H", "C", "H", "C", "C", "H", "H", "H", "H", "H", "C"],
  "coordinates": [[0.087, -2.934, -1.008], [0.185, 1.455, 0.818], [-1.686, -3.252, -0.570], [0.004, 3.240, 0.780], [-0.707, 2.240, -0.515], [1.301, 3.338, -1.258], [0.124, 2.338, 0.186], [1.585, 1.576, -1.327], [1.431, 2.433, -0.673], [-0.817, -1.760, 0.665], [2.268, 2.452, 0.025], [-1.705, -1.935, 1.285], [-0.391, -3.839, 0.378], [-1.037, -0.825, 0.145], [0.039, -1.552, 1.307], [-0.682, -2.974, -0.238]],
  "s_squared": 0.7503,
  "e_homo_ev": [1.54, -7.83],
  "homo_lumo_gap_ev": [2.8, 12.3],
  "total_charge": -1,
  "multiplicity": 2
}



Which is the most stable structure? three is the most stable.